1.
A molecular structure, C30H25BrIN2O5PSTi, computed with wB97M-V/def2-TZVPD.

Its lowest unoccupied orbital energy (spin up / spin down) is 3.90 / 3.90 eV. Its largest force on an atom is 0.77 eV/Å. Its energy above the lowest of the compared OMol25 structures with the same formula, charge and spin is 0.0 kcal per mole. The value obtained for the HOMO-LUMO gap (spin up / spin down) is 4.04 / 4.04 eV. Its total charge is -2.

Last column: Mulliken charge in e.
Element x y z (Å)
Ti: 1.004 1.829 1.223  0.44
O: -0.482 2.968 1.208  -0.57
C: -0.728 1.795 0.521  -0.09
C: -2.097 1.556 0.185  1.24
C: -3.092 2.412 0.727  -0.94
C: -4.432 2.241 0.462  -0.56
C: -4.868 1.215 -0.375  -0.90
C: -3.918 0.377 -0.940  -0.97
C: -2.556 0.524 -0.685  0.31
P: -1.335 -0.460 -1.598  2.66
C: -0.512 -1.421 -0.323  -0.63
C: 0.808 -2.033 -0.700  -0.94
C: 1.206 -3.266 0.136  0.25
C: 0.727 -3.164 1.556  -0.86
C: -0.255 -2.341 1.917  -0.61
C: -0.965 -1.529 0.929  0.41
C: -2.376 -1.687 -2.481  -0.54
C: -2.838 -2.834 -1.842  0.24
C: -3.611 -3.766 -2.525  -0.80
C: -3.941 -3.557 -3.855  -0.39
C: -3.490 -2.412 -4.500  -0.71
C: -2.711 -1.490 -3.820  -0.24
H: -2.755 3.212 1.373  0.38
H: -5.153 2.917 0.911  0.35
H: -5.921 1.076 -0.590  0.38
H: -4.251 -0.411 -1.604  0.26
H: 0.807 -2.269 -1.765  0.40
H: 0.850 -4.198 -0.321  0.50
H: 1.256 -3.741 2.306  0.28
H: -0.525 -2.230 2.959  0.29
H: -1.854 -0.995 1.241  0.44
H: -2.587 -2.997 -0.802  0.38
H: -3.953 -4.657 -2.012  0.38
H: -4.544 -4.283 -4.389  0.36
H: -3.742 -2.239 -5.540  0.38
H: -2.351 -0.607 -4.331  0.21
O: 2.397 -1.112 3.342  -0.66
S: 2.171 0.318 3.227  1.37
O: 2.684 1.061 4.368  -0.70
O: 0.707 0.642 2.974  -0.65
O: 2.759 0.861 1.923  -0.64
C: 3.052 6.058 3.179  -0.08
C: 3.687 4.843 3.354  -0.99
C: 3.087 3.688 2.868  -0.20
N: 1.909 3.702 2.241  0.17
C: 1.303 4.880 2.063  -0.17
C: 1.832 6.074 2.518  -0.83
H: 3.498 6.977 3.542  0.36
H: 4.640 4.768 3.859  0.37
H: 3.552 2.722 2.989  0.49
H: 0.364 4.833 1.528  0.48
H: 1.296 6.997 2.341  0.37
Br: 3.189 -5.139 -2.109  -0.23
C: 3.187 -3.394 -1.355  -0.72
C: 2.750 -3.170 0.073  0.11
C: 2.970 -1.663 0.241  -0.76
N: 1.844 -1.011 -0.412  0.59
C: 3.132 -1.107 -1.131  -0.44
C: 3.340 -2.270 -2.042  -0.55
H: 3.255 -3.804 0.802  0.64
H: 3.352 -1.227 1.150  0.66
H: 3.585 -0.147 -1.339  0.36
H: 3.527 -2.195 -3.103  0.53
I: 2.547 2.861 -1.008  -0.65
C: -0.252 0.145 -2.732  -1.26
H: 0.518 0.802 -2.338  -0.11
H: -0.697 0.472 -3.666  0.35

2.
2 unconnected molecules or ions with the total composition C30H25F2NO2 in a non-equilibrium geometry, computed with wB97M-V/def2-TZVPD.

Its lowest unoccupied orbital energy is -2.59 eV. Its largest force on an atom is 1.99 eV/Å. Its energy above the lowest of the compared OMol25 structures with the same formula, charge and spin is 7.1 kcal per mole. The value obtained for the HOMO-LUMO gap is 3.06 eV.

Last column: Mulliken charge in e.
Element x y z (Å)
F: -4.881 0.797 4.503  -0.31
C: -3.673 0.334 4.048  0.40
C: -3.651 -0.682 3.086  -0.73
C: -2.429 -1.092 2.574  -0.15
C: -1.204 -0.533 3.056  0.34
C: 0.065 -0.915 2.563  0.04
C: 1.272 -0.293 3.080  -0.07
C: 2.261 -0.976 3.830  0.02
C: 3.321 -0.301 4.428  -0.84
C: 3.400 1.083 4.281  0.37
F: 4.478 1.739 4.826  -0.33
C: 2.461 1.815 3.551  -0.65
C: 1.425 1.117 2.946  -0.29
C: -1.298 0.453 4.085  -0.37
C: -2.514 0.927 4.547  -0.78
H: -4.581 -1.132 2.744  0.46
H: -2.373 -1.861 1.804  0.43
H: 0.109 -1.576 1.711  0.42
H: 2.175 -2.054 3.936  0.28
H: 4.094 -0.841 4.976  0.43
H: 2.545 2.895 3.441  0.44
H: 0.681 1.661 2.361  0.49
H: -0.376 0.860 4.501  0.40
H: -2.547 1.729 5.276  0.45
C: 1.841 -6.389 3.417  -1.26
C: 1.719 -4.891 3.581  -0.24
O: 0.739 -4.369 2.619  -0.33
C: 1.223 -3.549 1.646  -0.08
C: 0.254 -3.471 0.548  -0.05
N: 0.006 -2.434 -0.190  -0.25
C: -0.748 -2.454 -1.296  -0.26
C: -0.826 -1.248 -2.114  0.75
C: -1.782 -1.133 -3.157  -0.37
C: -1.665 -0.130 -4.114  -0.69
C: -0.662 0.836 -3.973  -0.40
C: 0.217 0.802 -2.879  -0.59
C: 0.109 -0.212 -1.923  -0.51
C: -1.341 -3.707 -1.778  0.54
C: -1.265 -4.016 -3.155  -0.61
C: -1.750 -5.225 -3.638  -0.71
C: -2.211 -6.199 -2.744  -0.51
C: -2.249 -5.926 -1.370  -0.71
C: -1.859 -4.679 -0.892  -0.18
O: 2.310 -2.986 1.661  -0.60
H: 2.034 -6.862 4.384  0.37
H: 0.938 -6.819 2.963  0.28
H: 2.697 -6.613 2.767  0.31
H: 1.333 -4.611 4.574  0.36
H: 2.678 -4.394 3.391  0.36
H: 0.039 -4.487 0.179  0.58
H: -2.597 -1.865 -3.215  0.55
H: -2.357 -0.121 -4.960  0.38
H: -0.589 1.632 -4.709  0.37
H: 0.993 1.555 -2.758  0.38
H: 0.748 -0.255 -1.035  0.47
H: -0.820 -3.302 -3.850  0.53
H: -1.757 -5.400 -4.713  0.39
H: -2.537 -7.170 -3.117  0.38
H: -2.576 -6.683 -0.658  0.39
H: -1.907 -4.482 0.184  0.51

3.
A molecular structure, C30H25F6MnN4O2PS2, computed with wB97M-V/def2-TZVPD.

Its lowest unoccupied orbital energy (spin up / spin down) is -1.46 / -3.50 eV. Its largest force on an atom is 0.58 eV/Å. As for the multiplicity: 6. The value obtained for the HOMO-LUMO gap (spin up / spin down) is 7.27 / 5.45 eV. The expectation value of S² is 8.84.

Last column: Mulliken charge in e.
Element x y z (Å)
Mn: -0.111 -0.668 -0.014  -1.88
C: -0.168 3.360 -1.131  -1.63
C: -1.020 2.530 -2.044  1.68
C: -2.113 3.125 -2.685  -0.80
C: -2.888 2.414 -3.576  -0.98
C: -2.559 1.097 -3.870  -0.79
C: -1.476 0.465 -3.271  1.27
C: -1.115 -0.938 -3.669  -1.41
C: -0.718 1.175 -2.331  -1.04
N: 0.284 0.516 -1.583  0.89
C: 1.584 0.893 -1.744  -0.50
O: 2.058 1.559 -2.641  -0.70
C: 2.427 0.438 -0.576  0.82
C: 3.783 0.627 -0.404  -0.84
C: 4.345 0.227 0.803  -0.44
C: 3.559 -0.316 1.816  -0.69
C: 2.213 -0.477 1.569  0.73
N: 1.710 -0.112 0.396  1.17
C: 1.163 -1.002 2.518  -0.38
O: 1.424 -1.267 3.673  -0.71
N: -0.057 -1.052 1.910  1.49
C: -1.189 -1.416 2.703  -1.50
C: -1.881 -0.418 3.397  1.90
C: -1.339 0.979 3.505  -1.82
C: -3.058 -0.763 4.054  -0.98
C: -3.523 -2.068 4.044  -0.90
C: -2.787 -3.056 3.410  -0.96
C: -1.604 -2.751 2.746  1.72
C: -0.747 -3.840 2.172  -1.65
H: -0.738 4.203 -0.740  0.46
H: 0.696 3.747 -1.675  0.39
H: 0.212 2.779 -0.290  0.27
H: -2.345 4.161 -2.467  0.41
H: -3.737 2.883 -4.057  0.43
H: -3.144 0.547 -4.599  0.48
H: -1.455 -1.133 -4.686  0.62
H: -1.582 -1.680 -3.020  0.11
H: -0.041 -1.104 -3.622  0.22
H: 4.359 1.074 -1.200  0.60
H: 5.408 0.353 0.964  0.46
H: 3.961 -0.615 2.774  0.59
H: -0.640 1.036 4.343  0.35
H: -2.139 1.697 3.683  0.42
H: -0.792 1.279 2.612  0.11
H: -3.610 0.006 4.584  0.44
H: -4.446 -2.319 4.552  0.45
H: -3.123 -4.087 3.438  0.45
H: -1.305 -4.773 2.091  0.45
H: 0.114 -4.011 2.824  0.32
H: -0.341 -3.597 1.195  0.24
S: -2.001 1.774 0.400  -0.13
C: -2.792 0.298 0.112  0.58
N: -2.161 -0.828 -0.182  1.99
C: -3.032 -1.900 -0.275  -1.18
C: -2.704 -3.224 -0.593  -0.03
C: -3.712 -4.157 -0.605  -1.00
C: -5.042 -3.808 -0.318  -0.67
C: -5.387 -2.508 -0.030  -0.56
C: -4.371 -1.553 -0.020  0.99
S: -4.495 0.138 0.275  -0.30
H: -1.687 -3.504 -0.820  0.39
H: -3.473 -5.185 -0.844  0.51
H: -5.808 -4.572 -0.333  0.41
H: -6.411 -2.232 0.181  0.45
F: 0.149 -2.351 -1.382  -0.52
P: 1.485 -3.457 -1.409  1.58
F: 2.407 -2.211 -1.842  -0.37
F: 1.718 -3.055 0.152  -0.30
F: 1.129 -3.743 -2.931  -0.40
F: 0.444 -4.587 -0.937  -0.41
F: 2.706 -4.457 -1.391  -0.32

4.
A molecular structure, C30H26CoN10O6S2Se, computed with wB97M-V/def2-TZVPD.

Its lowest unoccupied orbital energy (spin up / spin down) is 3.25 / 3.26 eV. Its largest force on an atom is 0.58 eV/Å. As for the multiplicity: 2. Its energy above the lowest of the compared OMol25 structures with the same formula, charge and spin is 64.7 kcal per mole. The value obtained for the HOMO-LUMO gap (spin up / spin down) is 3.68 / 3.69 eV. Its total charge is -2. The expectation value of S² is 0.93.

Last column: Mulliken charge in e.
Element x y z (Å)
Co: 0.051 -0.568 0.536  -0.42
C: 4.412 -2.876 -2.143  -0.59
C: 3.768 -3.733 -1.263  -0.92
C: 2.974 -3.230 -0.242  0.24
C: 2.815 -1.851 -0.083  -0.51
C: 3.443 -0.995 -0.991  -0.46
C: 4.238 -1.503 -2.003  -0.40
N: 1.991 -1.281 0.888  0.11
C: 2.020 -1.625 2.163  1.08
C: 2.966 -2.478 2.825  -1.01
C: 2.927 -2.640 4.180  -0.59
C: 1.977 -1.982 4.998  -0.72
C: 1.072 -1.137 4.414  -0.73
C: 1.066 -0.977 3.022  0.25
N: 0.225 -0.120 2.337  2.21
N: -0.408 0.764 2.973  -1.28
C: -1.053 1.759 2.249  -0.03
C: -1.930 2.571 2.948  -0.35
C: -2.591 3.608 2.316  -0.75
C: -2.348 3.836 0.976  -0.91
C: -1.456 3.030 0.300  -0.89
N: -0.832 2.016 0.921  1.20
H: 5.028 -3.272 -2.941  0.37
H: 3.867 -4.806 -1.381  0.34
H: 2.434 -3.902 0.414  0.51
H: 3.288 0.072 -0.875  0.64
H: 4.720 -0.822 -2.694  0.41
H: 3.733 -2.966 2.241  0.48
H: 3.662 -3.288 4.648  0.37
H: 1.975 -2.140 6.069  0.37
H: 0.345 -0.591 5.000  0.41
H: -2.052 2.358 4.000  0.51
H: -3.257 4.252 2.874  0.37
H: -2.786 4.664 0.442  0.44
H: -1.168 3.170 -0.729  0.86
N: 0.856 4.623 -3.189  -0.59
C: 0.521 3.307 -3.162  0.52
C: 1.511 2.312 -2.997  -0.49
C: 1.176 0.980 -2.981  -0.22
C: -0.160 0.587 -3.108  -0.79
C: -1.152 1.550 -3.262  -0.20
C: -0.815 2.886 -3.317  -0.93
S: -0.594 -1.082 -2.931  1.16
O: -2.033 -1.195 -3.135  -0.64
O: 0.221 -1.942 -3.759  -0.75
N: -0.235 -1.374 -1.365  0.29
C: -0.483 -2.600 -0.864  0.33
S: -0.926 -4.083 -1.676  -0.18
C: -0.971 -4.883 -0.137  -0.29
C: -0.649 -4.015 0.848  -1.12
N: -0.380 -2.738 0.445  0.39
H: 1.631 4.874 -2.520  0.46
H: 0.078 5.212 -2.910  0.37
H: 2.533 2.633 -2.836  0.37
H: 1.934 0.220 -2.847  0.63
H: -2.186 1.241 -3.354  0.39
H: -1.587 3.638 -3.431  0.28
H: -1.218 -5.927 -0.055  0.44
H: -0.581 -4.257 1.900  0.40
O: -0.205 5.253 -0.512  -0.75
Se: 1.281 4.558 -0.023  0.72
O: 2.418 5.266 -1.062  -0.89
O: 0.074 1.359 0.220  -0.45
O: 1.586 5.132 1.514  -0.82
N: -4.886 0.137 -1.671  -0.47
C: -4.294 -0.157 -0.464  0.12
C: -2.889 -0.168 -0.381  0.48
N: -2.272 -0.544 0.711  0.74
C: -3.026 -0.817 1.789  -0.66
C: -4.395 -0.716 1.722  -0.57
N: -5.048 -0.405 0.593  -0.72
H: -4.307 -0.060 -2.476  0.27
H: -5.841 -0.173 -1.749  0.27
H: -2.288 0.094 -1.238  -0.52
H: -2.513 -1.133 2.688  0.45
H: -5.005 -0.904 2.597  0.38

Question: What is the largest force on an atom in the fourth record?
Answer: 0.58 eV/Å